Version a
Molecular formula: C2H2N4O2
Method: DFT, the ωB97M-V functional and the def2-TZVPD basis

Each line ends with the natural charge from an NBO analysis.
Cartesian coordinates (Å):
C (-1.45, 0.75, 0.11)  0.549
C (1.01, 0.57, -0.15)  0.676
H (-1.27, 1.88, 0.97)  0.203
H (-1.39, -1.63, -0.43)  0.487
N (-0.23, 0.19, -0.43)  -0.342
N (-0.34, -1.18, -0.31)  -0.273
N (0.85, -1.61, 0.25)  0.064
N (1.73, -0.64, 0.30)  -0.250
O (-2.52, 0.09, 0.18)  -0.553
O (1.44, 1.72, -0.04)  -0.560

Computed properties:
Highest occupied orbital energy   -10.27 eV
Lowest unoccupied orbital energy   -0.0286 Ha



Version b
Molecular formula: C2H2N4O2
Method: DFT, the ωB97M-V functional and the def2-TZVPD basis

Each line ends with the natural charge from an NBO analysis.
Cartesian coordinates (Å):
O (0.67, -2.04, -1.19)  -0.531
N (0.54, -0.72, -1.57)  -0.056
C (-0.03, -0.06, -0.73)  0.315
N (0.18, 1.36, -0.67)  -0.420
C (0.00, 1.91, 0.53)  0.376
O (-0.46, 1.09, 1.58)  -0.401
N (-0.58, -0.36, 1.50)  0.263
N (-0.38, -0.93, 0.42)  -0.232
H (-0.30, -1.94, -0.55)  0.464
H (0.40, 2.87, 0.90)  0.223

Computed properties:
Highest occupied orbital energy   -9.74 eV
Lowest unoccupied orbital energy   -0.0414 Ha



Version c
Molecular formula: C2H2N4O2
Method: DFT, the ωB97M-V functional and the def2-TZVPD basis

Each line ends with the natural charge from an NBO analysis.
Cartesian coordinates (Å):
O (-2.25, 1.06, 0.43)  -0.538
C (-1.90, -0.02, 0.04)  0.534
N (-0.64, -0.51, -0.16)  -0.634
C (0.58, 0.14, -0.09)  0.624
N (1.08, 1.30, -0.23)  -0.312
N (2.42, 1.09, 0.00)  -0.022
N (2.61, -0.07, 0.41)  0.090
O (1.46, -0.77, 0.25)  -0.286
H (-2.74, -0.76, -0.20)  0.122
H (-0.62, -1.45, -0.45)  0.422

Computed properties:
Highest occupied orbital energy   -10.92 eV
Lowest unoccupied orbital energy   0.0087 Ha



Version d
Molecular formula: C2H2N4O2
Method: DFT, the ωB97M-V functional and the def2-TZVPD basis

Each line ends with the natural charge from an NBO analysis.
Cartesian coordinates (Å):
N (-1.40, -0.90, 0.07)  -0.729
C (-0.26, -0.34, 0.00)  0.240
N (0.82, -1.14, -0.24)  -0.144
O (2.03, -0.50, -0.44)  -0.187
N (2.29, 0.66, 0.22)  0.195
N (1.22, 1.44, 0.26)  -0.253
C (-0.09, 1.02, -0.30)  0.532
O (-0.96, 1.92, -0.36)  -0.489
H (-2.30, -0.32, 0.49)  0.434
H (-1.36, -1.83, 0.30)  0.400

Computed properties:
Highest occupied orbital energy   -9.85 eV
Lowest unoccupied orbital energy   -0.0566 Ha



Preferred: version c; penalty for the next structure: 1.927 eV.



Version a
Molecular formula: C2H2N4O2
Method: DFT, the ωB97M-V functional and the def2-TZVPD basis

Each line ends with the natural charge from an NBO analysis.
Cartesian coordinates (Å):
O (-2.66, -0.11, 0.33)  -0.520
C (-1.49, -0.10, 0.00)  0.700
N (-0.65, -1.01, -0.22)  -0.200
N (0.61, -1.25, -0.17)  -0.084
C (1.45, -0.11, -0.03)  0.660
O (2.65, -0.07, 0.32)  -0.593
N (0.73, 1.01, -0.17)  -0.408
N (-0.68, 1.10, -0.11)  -0.419
H (1.38, 1.74, 0.03)  0.435
H (-1.18, 2.04, -0.32)  0.428

Computed properties:
Highest occupied orbital energy   -9.90 eV
Lowest unoccupied orbital energy   -0.0833 Ha



Version b
Molecular formula: C2H2N4O2
Method: DFT, the ωB97M-V functional and the def2-TZVPD basis

Each line ends with the natural charge from an NBO analysis.
Cartesian coordinates (Å):
C (0.30, -0.07, 1.10)  0.132
C (-0.47, -1.19, -0.45)  0.412
N (-0.18, -1.26, 0.84)  -0.529
N (0.27, 0.79, 0.09)  -0.276
N (-0.13, 0.05, -0.96)  -0.435
N (-1.96, -3.06, -1.61)  0.555
O (-2.85, -2.49, -2.10)  -0.255
O (-1.69, -4.06, -1.07)  -0.241
H (0.67, 0.30, 1.99)  0.197
H (-0.42, 0.54, -1.87)  0.440

Computed properties:
Highest occupied orbital energy (spin up / spin down)   -9.91 / -10.19 eV
Lowest unoccupied orbital energy (spin up / spin down)   -0.0630 / -0.0437 Ha



Preferred: version a; penalty for the next structure: 2.355 eV.



Version a
Molecular formula: C2H2N4O2
Method: DFT, the ωB97M-V functional and the def2-TZVPD basis

Each line ends with the natural charge from an NBO analysis.
Cartesian coordinates (Å):
O (2.58, 0.37, -1.13)  -0.531
N (1.19, 0.86, -1.10)  -0.158
C (0.34, 0.64, -0.13)  0.392
N (-1.01, 0.96, -0.22)  -0.512
C (-1.98, 0.07, 0.17)  0.441
O (-1.82, -1.17, 0.69)  -0.361
N (-0.32, -1.24, 1.17)  0.154
N (0.70, -0.45, 0.87)  -0.113
H (2.84, 1.19, -1.64)  0.492
H (-3.03, 0.14, -0.05)  0.195

Computed properties:
Highest occupied orbital energy   -9.82 eV
Lowest unoccupied orbital energy   -0.0387 Ha



Version b
Molecular formula: C2H2N4O2
Method: DFT, the ωB97M-V functional and the def2-TZVPD basis

Each line ends with the natural charge from an NBO analysis.
Cartesian coordinates (Å):
O (-2.87, -0.22, 0.37)  -0.497
C (-1.75, -0.14, -0.07)  0.683
N (-1.07, 1.05, -0.29)  -0.472
C (0.19, 1.04, -0.16)  0.272
N (0.80, -0.19, 0.14)  -0.007
O (2.16, -0.19, 0.09)  -0.516
N (0.24, -1.36, -0.24)  0.055
N (-1.02, -1.35, -0.37)  -0.226
H (0.83, 1.90, -0.39)  0.222
H (2.49, -0.54, 0.93)  0.486

Computed properties:
Highest occupied orbital energy   -10.11 eV
Lowest unoccupied orbital energy   -0.0134 Ha



Version c
Molecular formula: C2H2N4O2
Method: DFT, the ωB97M-V functional and the def2-TZVPD basis

Each line ends with the natural charge from an NBO analysis.
Cartesian coordinates (Å):
O (-1.91, 0.85, 0.56)  -0.676
C (-1.93, -0.37, -0.05)  0.496
N (-0.74, -1.09, -0.22)  -0.607
C (0.38, -0.48, 0.04)  0.728
N (0.75, 0.86, -0.26)  -0.445
N (2.10, 0.89, -0.09)  0.008
N (2.61, -0.22, 0.23)  0.125
O (1.52, -1.11, 0.43)  -0.303
H (-2.84, -0.98, -0.58)  0.182
H (0.06, 1.65, -0.06)  0.493

Computed properties:
Highest occupied orbital energy   -10.35 eV
Lowest unoccupied orbital energy   -0.0128 Ha



Preferred: version b; penalty for the next structure: 0.106 eV.



Version a
Molecular formula: C13H21NO3S2
Method: DFT, the ωB97M-V functional and the def2-TZVPD basis

Each line ends with the natural charge from an NBO analysis.
Cartesian coordinates (Å):
C (6.42, 0.00, -0.45)  -0.743
S (5.31, 1.20, 0.34)  0.275
C (3.72, 0.44, 0.26)  -0.171
C (3.47, -0.77, -0.38)  -0.201
C (2.19, -1.28, -0.40)  -0.176
C (1.16, -0.59, 0.22)  -0.377
S (-0.50, -1.24, 0.14)  2.332
O (-1.24, -0.78, 1.27)  -0.941
O (-0.43, -2.65, -0.13)  -0.939
N (-1.15, -0.54, -1.22)  -0.867
C (-1.40, 0.88, -1.22)  -0.243
C (-2.60, 1.23, -2.10)  -0.414
C (-3.87, 0.58, -1.54)  -0.065
O (-4.13, 1.16, -0.28)  -0.556
C (-5.09, 0.49, 0.52)  0.112
C (-4.61, -0.88, 0.99)  -0.655
C (-5.35, 1.41, 1.71)  -0.614
C (1.40, 0.62, 0.86)  -0.163
C (2.68, 1.13, 0.88)  -0.229
H (7.41, 0.43, -0.37)  0.241
H (6.38, -0.95, 0.08)  0.223
H (6.16, -0.12, -1.50)  0.220
H (4.26, -1.32, -0.86)  0.212
H (1.96, -2.22, -0.87)  0.240
H (-0.78, -0.92, -2.07)  0.401
H (-0.52, 1.45, -1.53)  0.184
H (-1.65, 1.13, -0.18)  0.238
H (-2.44, 0.88, -3.12)  0.200
H (-2.73, 2.31, -2.10)  0.219
H (-4.72, 0.75, -2.22)  0.166
H (-3.70, -0.50, -1.45)  0.181
H (-6.02, 0.38, -0.07)  0.154
H (-5.24, -1.23, 1.81)  0.211
H (-3.58, -0.81, 1.34)  0.242
H (-4.65, -1.62, 0.20)  0.206
H (-6.15, 1.02, 2.32)  0.206
H (-5.62, 2.40, 1.36)  0.213
H (-4.44, 1.48, 2.30)  0.211
H (0.58, 1.12, 1.35)  0.241
H (2.89, 2.07, 1.37)  0.226

Computed properties:
Highest occupied orbital energy   -8.54 eV
Lowest unoccupied orbital energy   0.0199 Ha



Version b
Molecular formula: C13H21NO3S2
Method: DFT, the ωB97M-V functional and the def2-TZVPD basis

Each line ends with the natural charge from an NBO analysis.
Cartesian coordinates (Å):
C (-5.40, -2.19, 1.10)  -0.743
S (-4.77, -1.84, -0.56)  0.275
C (-3.74, -0.43, -0.35)  -0.172
C (-3.46, 0.15, 0.89)  -0.201
C (-2.63, 1.25, 0.95)  -0.177
C (-2.09, 1.78, -0.20)  -0.371
S (-0.99, 3.19, -0.08)  2.325
O (-1.45, 4.03, 0.98)  -0.938
O (-0.81, 3.73, -1.39)  -0.938
N (0.47, 2.58, 0.41)  -0.854
C (1.22, 1.73, -0.49)  -0.242
C (0.91, 0.24, -0.35)  -0.445
C (1.88, -0.59, -1.20)  -0.056
O (3.22, -0.42, -0.81)  -0.548
C (3.66, -1.19, 0.30)  0.105
C (4.16, -2.57, -0.17)  -0.631
C (4.78, -0.41, 0.98)  -0.616
C (-2.37, 1.22, -1.44)  -0.170
C (-3.20, 0.12, -1.51)  -0.232
H (-4.59, -2.47, 1.76)  0.220
H (-5.95, -1.33, 1.48)  0.224
H (-6.08, -3.03, 0.98)  0.241
H (-3.88, -0.25, 1.80)  0.213
H (-2.42, 1.73, 1.90)  0.235
H (0.48, 2.32, 1.38)  0.398
H (2.29, 1.88, -0.31)  0.216
H (0.98, 2.09, -1.49)  0.222
H (-0.11, 0.02, -0.68)  0.217
H (1.00, -0.05, 0.70)  0.193
H (1.60, -1.65, -1.16)  0.169
H (1.84, -0.26, -2.24)  0.189
H (2.83, -1.34, 1.00)  0.158
H (4.49, -3.15, 0.69)  0.209
H (5.00, -2.44, -0.85)  0.212
H (3.38, -3.11, -0.68)  0.208
H (5.16, -0.96, 1.83)  0.208
H (4.40, 0.55, 1.32)  0.212
H (5.58, -0.23, 0.28)  0.214
H (-1.95, 1.67, -2.32)  0.246
H (-3.43, -0.33, -2.46)  0.226

Computed properties:
Highest occupied orbital energy   -8.57 eV
Lowest unoccupied orbital energy   0.0179 Ha



Preferred: version a; penalty for the next structure: 0.102 eV.



Version a
Molecular formula: C4H16O4
Method: DFT, the ωB97M-V functional and the def2-TZVPD basis

Each line ends with the natural charge from an NBO analysis.
Cartesian coordinates (Å):
C (1.74, 1.64, -0.77)  -0.272
O (0.74, 0.57, -1.22)  -0.740
H (2.54, 1.24, -1.25)  0.184
H (1.77, 1.45, 0.28)  0.182
H (1.86, 2.56, -1.06)  0.184
H (0.13, 0.99, -1.76)  0.463
C (-1.99, 2.23, -2.04)  -0.237
O (-1.71, 1.50, -3.22)  -0.711
H (-1.62, 3.24, -2.18)  0.170
H (-1.36, 1.75, -1.35)  0.164
H (-2.89, 2.19, -2.10)  0.166
H (-2.16, 0.77, -2.99)  0.449
C (-0.01, 0.01, 3.17)  -0.270
O (-0.40, -1.21, 3.91)  -0.787
H (0.92, 0.38, 3.62)  0.192
H (-1.03, 0.49, 3.01)  0.195
H (0.23, -0.23, 2.07)  0.183
H (-1.06, -1.24, 4.63)  0.486
C (0.75, -3.35, 0.02)  -0.233
O (0.24, -2.70, -1.02)  -0.702
H (1.67, -3.10, 0.29)  0.161
H (0.51, -4.33, 0.10)  0.172
H (0.39, -2.89, 1.01)  0.125
H (0.74, -1.95, -1.14)  0.475

Computed properties:
Highest occupied orbital energy   -9.36 eV
Lowest unoccupied orbital energy   0.0254 Ha



Version b
Molecular formula: C4H16O4
Method: DFT, the ωB97M-V functional and the def2-TZVPD basis

Each line ends with the natural charge from an NBO analysis.
Cartesian coordinates (Å):
C (-2.43, 1.28, -1.58)  -0.614
C (-1.56, 0.83, -0.34)  -0.450
C (-0.49, -0.21, -0.65)  0.092
C (-0.13, -0.95, 0.63)  -0.629
O (0.67, 0.35, -1.20)  -0.715
H (-1.80, 2.03, -2.16)  0.202
H (-3.39, 1.58, -1.25)  0.214
H (-2.67, 0.51, -2.47)  0.211
H (-1.09, 1.73, 0.19)  0.215
H (-2.41, 0.49, 0.26)  0.220
H (-0.85, -0.99, -1.44)  0.158
H (-0.32, -0.22, 1.46)  0.190
H (-0.96, -1.70, 0.89)  0.203
H (0.89, -1.32, 0.66)  0.229
H (0.47, 1.20, -1.48)  0.470
O (2.25, 1.37, 1.25)  -0.927
H (2.96, 0.65, 1.36)  0.466
H (1.57, 0.88, 1.83)  0.462
O (3.84, 0.04, -1.89)  -0.977
H (3.93, 0.79, -1.29)  0.483
H (2.98, -0.37, -1.96)  0.495
O (-0.57, -2.87, 3.41)  -0.922
H (-0.78, -3.05, 2.44)  0.466
H (-0.12, -2.06, 3.33)  0.459

Computed properties:
Highest occupied orbital energy   -10.48 eV
Lowest unoccupied orbital energy   0.0136 Ha



Preferred: version b; penalty for the next structure: 4.884 eV.



Version a
Molecular formula: C4H16O4
Method: DFT, the ωB97M-V functional and the def2-TZVPD basis

Each line ends with the natural charge from an NBO analysis.
Cartesian coordinates (Å):
C (1.46, 1.60, 0.24)  -0.611
C (0.14, 0.87, 0.41)  -0.435
C (-0.49, 0.29, -0.84)  0.087
C (-2.02, 0.18, -0.64)  -0.626
O (-0.06, -1.07, -1.14)  -0.732
H (1.45, 2.29, -0.61)  0.203
H (2.28, 0.95, -0.06)  0.189
H (1.84, 2.10, 1.13)  0.237
H (0.42, 0.08, 1.10)  0.194
H (-0.62, 1.46, 0.91)  0.218
H (-0.33, 0.93, -1.71)  0.163
H (-2.45, -0.62, -1.24)  0.222
H (-2.18, -0.15, 0.38)  0.204
H (-2.43, 1.09, -1.02)  0.219
H (0.89, -1.03, -1.04)  0.461
O (1.51, -2.48, 0.94)  -0.955
H (2.20, -2.16, 0.36)  0.475
H (0.86, -1.87, 1.26)  0.483
O (-2.05, -1.34, -3.59)  -0.943
H (-1.35, -1.14, -2.95)  0.479
H (-2.47, -2.09, -3.16)  0.463
O (1.19, 1.03, 3.55)  -0.942
H (0.37, 0.54, 3.64)  0.471
H (1.84, 0.54, 4.07)  0.475

Computed properties:
Highest occupied orbital energy   -10.68 eV
Lowest unoccupied orbital energy   0.0147 Ha



Version b
Molecular formula: C4H16O4
Method: DFT, the ωB97M-V functional and the def2-TZVPD basis

Each line ends with the natural charge from an NBO analysis.
Cartesian coordinates (Å):
C (0.18, 1.61, -2.56)  -0.619
C (0.17, 0.50, -1.55)  -0.257
C (1.14, 0.25, -0.73)  -0.133
C (1.22, -0.73, 0.36)  -0.701
H (-0.76, 2.26, -2.40)  0.193
H (1.06, 2.23, -2.39)  0.212
H (0.19, 1.20, -3.62)  0.218
H (-0.67, -0.06, -1.69)  0.180
H (2.03, 0.84, -0.78)  0.188
H (1.28, -1.76, -0.10)  0.266
H (2.16, -0.51, 0.94)  0.205
H (0.52, -0.70, 1.13)  0.231
O (0.13, -3.09, -1.11)  -0.936
H (-0.03, -3.76, -0.43)  0.485
H (-0.49, -2.44, -1.09)  0.466
O (-1.23, 2.29, 0.31)  -0.965
H (-1.70, 2.91, -0.32)  0.481
H (-1.13, 1.47, -0.17)  0.482
O (-0.65, 0.59, 2.66)  -0.968
H (-1.01, 1.22, 3.33)  0.485
H (-0.34, 1.15, 1.97)  0.495
O (-0.92, -2.12, 2.63)  -0.963
H (-1.16, -1.20, 2.77)  0.493
H (0.01, -2.16, 2.84)  0.462

Computed properties:
Highest occupied orbital energy   -9.44 eV
Lowest unoccupied orbital energy   0.0232 Ha



Preferred: version a; penalty for the next structure: 0.801 eV.